Entry from the OMol25 dataset: C3H4FO3Pb as an isolated structure at a distorted geometry (ωB97M-V with the def2-TZVPD basis set).

Last column: Löwdin spin population.
Element x y z (Å)
C: 1.09 0.93 -0.10  0.087
C: -0.14 0.64 -0.83  0.023
H: 0.84 1.37 0.88  0.004
H: 1.71 0.03 0.04  0.012
F: 0.06 -0.12 -1.98  0.006
H: -0.69 1.54 -1.14  0.012
Pb: 2.46 2.51 -1.16  0.854
O: -1.07 -1.16 1.80  0.000
C: -1.10 -1.29 0.47  0.000
O: -0.96 -2.34 -0.11  0.001
O: -1.27 -0.10 -0.07  0.002
H: -0.93 -2.02 2.20  0.000

Results
M	314.3	g mol⁻¹
strongest force on any atom	2.51	eV Å⁻¹
energy	-635.0798	hartree
LUMO level (spin up / spin down)	-1.45 / -1.39	eV
2S+1	2

=====

Entry from the OMol25 dataset: a single C5H7N molecule (ωB97M-V with the def2-TZVPD basis set).

Last column: Mulliken charge in e.
Element x y z (Å)
C: 1.93 -0.02 -0.09  -1.100
C: 0.44 0.07 -0.01  0.350
C: -0.40 1.15 0.05  -0.458
C: -1.74 0.67 0.08  -0.490
C: -1.67 -0.70 0.05  -0.455
N: -0.35 -1.06 -0.01  -0.053
H: 2.32 -0.82 0.56  0.320
H: 2.27 -0.22 -1.11  0.254
H: 2.38 0.92 0.24  0.287
H: -0.08 2.19 0.07  0.391
H: -2.64 1.26 0.13  0.373
H: -2.45 -1.45 0.06  0.386
H: -0.01 -2.01 -0.02  0.195

Results
SMILES	Cc1ccc[nH]1
M	81.1	g mol⁻¹
strongest force on any atom	0.21	eV Å⁻¹
energy	-249.4730	hartree
ΔE to the lowest compared entry with this formula, charge and spin	0.006	eV
LUMO level	1.06	eV

=====

Entry from the OMol25 dataset: C52H70Ge2KN5O2S3 as an isolated structure (ωB97M-V with the def2-TZVPD basis set).

Last column: Mulliken charge in e.
Element x y z (Å)
K: 1.91 0.62 -0.71  1.555
C: -0.29 4.24 2.50  -2.661
C: 0.92 3.35 2.29  0.803
C: 1.88 3.71 1.34  1.829
C: 1.73 4.95 0.50  -2.110
C: 3.02 2.92 1.17  0.929
C: 4.02 3.27 0.09  -1.918
C: 3.25 1.82 2.01  1.788
C: 4.54 1.05 1.88  -2.181
C: 2.28 1.45 2.95  1.023
C: 2.53 0.29 3.87  -2.431
C: 1.09 2.19 3.05  1.180
C: -0.01 1.71 3.97  -1.590
H: -1.10 4.00 1.80  0.437
H: -0.04 5.29 2.37  0.534
H: -0.69 4.14 3.51  0.532
H: 1.98 4.77 -0.54  0.176
H: 2.42 5.74 0.85  0.442
H: 0.73 5.37 0.52  0.333
H: 3.52 3.55 -0.84  0.182
H: 4.68 2.44 -0.14  0.407
H: 4.65 4.12 0.38  0.342
H: 4.62 0.52 0.93  0.072
H: 4.64 0.30 2.66  0.447
H: 5.40 1.71 1.95  0.453
H: 2.75 -0.64 3.33  0.166
H: 1.69 0.09 4.53  0.447
H: 3.40 0.49 4.51  0.602
H: 0.23 1.89 5.02  0.418
H: -0.17 0.64 3.86  -0.422
H: -0.96 2.19 3.76  0.286
C: -1.76 -4.52 -0.20  -1.645
C: -0.75 -3.45 0.19  0.544
Ge: -1.49 -2.10 1.42  1.058
C: -0.27 -1.74 2.94  0.572
C: 0.22 -3.01 3.62  -1.463
C: -3.26 -2.57 2.19  -0.348
C: -4.08 -1.52 1.94  -0.564
Ge: -3.00 -0.37 0.71  -0.735
C: -2.65 1.50 1.28  0.668
C: -3.74 2.51 0.94  -1.104
C: -3.71 -0.42 -1.14  0.972
C: -5.21 -0.26 -1.30  -1.532
C: -5.44 -1.36 2.47  0.490
C: -5.97 -2.20 3.46  -0.556
C: -7.25 -2.03 3.94  -0.750
C: -8.05 -1.00 3.45  -0.456
C: -7.54 -0.14 2.48  -1.088
C: -6.25 -0.32 2.01  0.436
H: -1.35 -5.19 -0.96  0.383
H: -2.66 -4.08 -0.62  0.278
H: -2.06 -5.12 0.66  0.440
H: -0.39 -2.93 -0.71  -0.274
H: 0.14 -3.89 0.65  0.172
H: -0.84 -1.13 3.65  0.427
H: 0.58 -1.14 2.62  -0.761
H: -0.62 -3.63 3.97  0.399
H: 0.85 -2.80 4.49  0.385
H: 0.81 -3.62 2.93  0.047
H: -3.59 -3.43 2.77  0.283
H: -1.71 1.78 0.79  -0.346
H: -2.45 1.49 2.36  0.246
H: -3.99 2.48 -0.12  0.027
H: -3.43 3.54 1.17  0.382
H: -4.66 2.32 1.50  0.328
H: -3.40 -1.38 -1.58  0.293
H: -3.18 0.35 -1.72  -0.623
H: -5.76 -1.03 -0.74  0.410
H: -5.51 -0.35 -2.34  0.444
H: -5.57 0.71 -0.93  0.296
H: -5.36 -3.00 3.86  0.312
H: -7.64 -2.69 4.70  0.388
H: -9.06 -0.86 3.82  0.377
H: -8.15 0.67 2.10  0.390
H: -5.87 0.35 1.25  0.406
C: 4.52 -6.45 3.19  -1.468
C: 4.38 -5.68 1.92  0.819
C: 4.81 -6.09 0.69  -1.219
C: 4.58 -5.22 -0.41  1.084
N: 3.98 -4.06 -0.29  0.126
C: 3.55 -3.64 0.92  -1.297
S: 2.78 -2.20 1.18  0.374
N: 3.77 -4.48 2.00  0.059
C: 5.00 -5.62 -1.78  -1.295
H: 4.97 -7.42 2.99  0.371
H: 3.54 -6.61 3.65  0.356
H: 5.15 -5.91 3.89  0.342
H: 5.30 -7.04 0.56  0.426
H: 3.42 -4.14 2.89  0.269
H: 5.71 -6.45 -1.76  0.427
H: 5.44 -4.77 -2.30  0.248
H: 4.12 -5.93 -2.35  0.270
O: 1.08 2.50 -2.14  -1.134
S: -0.33 2.92 -1.84  1.340
C: -0.42 4.67 -2.11  0.056
C: 0.47 5.29 -2.98  -0.451
C: 0.38 6.67 -3.14  -0.869
C: -0.58 7.40 -2.45  -0.585
C: -1.45 6.76 -1.58  -0.736
C: -1.37 5.39 -1.40  0.000
C: -1.30 2.37 -3.24  0.461
C: -0.69 1.62 -4.23  -0.462
C: -1.47 1.13 -5.27  -0.469
C: -2.83 1.39 -5.30  -0.758
C: -3.43 2.13 -4.29  -0.581
C: -2.66 2.62 -3.25  -0.548
H: 1.21 4.70 -3.49  0.527
H: 1.07 7.17 -3.81  0.433
H: -0.63 8.47 -2.58  0.395
H: -2.19 7.33 -1.04  0.445
H: -2.03 4.88 -0.71  0.385
H: 0.37 1.42 -4.18  0.364
H: -1.01 0.53 -6.04  0.410
H: -3.44 0.99 -6.10  0.382
H: -4.49 2.32 -4.31  0.451
H: -3.12 3.19 -2.45  0.205
O: 4.14 -0.13 -1.34  -0.623
S: 4.47 -1.28 -2.26  0.218
C: 2.91 -2.09 -2.78  1.023
C: 2.81 -1.95 -4.29  -0.854
C: 3.36 -0.56 -4.61  -0.040
C: 4.70 -0.51 -3.90  -0.865
H: 2.08 -1.57 -2.30  -1.186
H: 2.94 -3.11 -2.39  0.324
H: 1.76 -2.06 -4.59  0.335
H: 3.40 -2.71 -4.80  0.361
H: 2.69 0.21 -4.21  -0.266
H: 3.47 -0.38 -5.68  0.459
H: 5.10 0.48 -3.70  0.483
H: 5.46 -1.09 -4.43  0.371
N: -0.54 -0.09 -1.15  -0.311
C: -0.52 -0.79 -2.08  0.320
N: -0.38 -1.51 -3.16  -0.365
C: -1.36 -2.41 -3.28  0.591
N: -2.17 -3.22 -3.45  -0.809

Results
M	1077.7	g mol⁻¹
strongest force on any atom	0.83	eV Å⁻¹
energy	-8396.0683	hartree
ΔE to the lowest compared entry with this formula, charge and spin	1.299	eV
LUMO level	-0.25	eV